DFT (the ωB97M-V functional and the def2-TZVPD basis) results for the molecule C2H4NO3P in a non-equilibrium geometry.

Its highest occupied orbital energy (alpha / beta) is -5.5358 / -9.5892 eV. The energy relative to the best compared isomer or geometry (same formula, charge and spin) comes out at 0.9995 eV. Its multiplicity is 3. The calculated total energy is -700.26068 Ha. Its gap between HOMO and LUMO (alpha / beta) is 5.5552 / 8.2113 eV.

Each line ends with the Mulliken charge.
Geometry (Å):
C -2.17790 0.26418 0.18811  -0.206
C -0.86369 -0.11209 0.92595  -0.168
N -1.68933 -0.84583 -0.07770  -0.600
O 0.74756 -1.37201 -0.66669  -0.486
O 1.82002 0.13937 1.04929  -0.537
O 1.12150 1.03901 -1.19826  -0.506
P 0.64717 0.05402 -0.05806  0.946
H -2.83170 1.04179 -0.26655  0.282
H -0.25759 -1.62716 -0.65410  0.511
H 1.42270 -0.04437 1.93380  0.371
H 2.06127 1.46309 -1.17580  0.391

DFT (the ωB97M-V functional and the def2-TZVPD basis) results for the molecule C7H8S in a non-equilibrium geometry.

Its highest occupied orbital energy (alpha / beta) is -7.2562 / -7.4223 eV. The energy relative to the best compared isomer or geometry (same formula, charge and spin) comes out at 7.1606 eV. The calculated total energy is -669.43126 Ha. Its gap between HOMO and LUMO (alpha / beta) is 6.2289 / 7.1177 eV.

Each line ends with the Mulliken charge.
Geometry (Å):
C -0.56329 -1.64722 -0.69554  -0.305
C -0.90180 -1.85423 0.64346  -0.288
C -0.04803 -0.68871 -1.42394  0.275
C -0.07105 0.47485 1.70805  -0.085
C 0.24476 1.25400 -2.91473  -0.944
C 0.58491 0.07671 -2.33183  -0.118
C 0.37594 1.30428 2.84643  -0.825
S -0.80683 -0.96384 2.11692  0.011
H -0.79875 -2.50975 -1.29030  0.278
H -1.20358 -2.81981 0.94384  0.333
H 0.71561 1.55071 -3.78461  0.314
H -0.56479 1.77821 -2.58600  0.363
H 1.36789 -0.41302 -2.91546  0.245
H -0.15685 2.24566 2.94710  0.269
H 0.33135 0.72422 3.90182  0.210
H 1.49452 1.48793 2.83480  0.266

DFT (the ωB97M-V functional and the def2-TZVPD basis) results for the ion CH3ClN3S with charge +1 in a non-equilibrium geometry.

Its highest occupied orbital energy is -14.6396 eV. The total charge is +1. The energy relative to the best compared isomer or geometry (same formula, charge and spin) comes out at 1.3302 eV. The calculated total energy is -1062.11608 Ha. Its SMILES is [H]/N=[N+](Cl)/N=C/S. Its gap between HOMO and LUMO is 7.9435 eV.

Each line ends with the Mulliken charge.
Geometry (Å):
H 2.92844 2.05884 0.28701  0.327
N 2.42968 1.34954 -0.21379  -0.404
N 1.51651 0.76478 0.23359  0.707
Cl 1.05179 0.60302 2.06387  0.037
N 0.83334 -0.11907 -0.65029  -0.367
C -0.28705 -0.56954 -0.26366  0.244
S -1.13853 -1.54751 -1.39139  -0.064
H -0.95479 -0.37075 0.64042  0.310
H -2.39950 -1.25030 -1.07979  0.210

DFT (the ωB97M-V functional and the def2-TZVPD basis) results for a cluster of 2 separate species, C5H12N2O in total in a non-equilibrium geometry.

Its highest occupied orbital energy is -8.5712 eV. The energy relative to the best compared isomer or geometry (same formula, charge and spin) comes out at 2.8366 eV. The calculated total energy is -382.39829 Ha. Its SMILES is [H]/N=C/NCC.CC=O. Its gap between HOMO and LUMO is 9.5857 eV.

Each line ends with the Mulliken charge.
Geometry (Å):
H 0.23663 1.81135 1.98476  0.193
N -0.24908 1.00900 1.60190  -0.619
C 0.29822 -0.11912 1.91445  -0.214
N -0.20528 -1.27652 1.46082  -0.167
C -1.43954 -1.31299 0.64614  -0.461
C -1.42795 -0.31335 -0.50098  -0.980
H 1.26502 -0.21330 2.41452  0.398
H 0.45441 -2.02539 1.32287  0.282
H -1.57317 -2.34425 0.31334  0.353
H -2.23205 -1.02938 1.34749  0.259
H -0.96088 0.70054 0.14904  0.287
H -2.44127 -0.04221 -0.78770  0.464
H -0.95423 -0.75086 -1.37518  0.184
C 1.15153 1.41671 -1.75083  -0.931
C 1.45927 0.08740 -1.13010  0.161
O 2.01670 -0.05836 -0.06414  -0.502
H 2.00139 1.70915 -2.36802  0.365
H 1.00206 2.16912 -0.98028  0.256
H 0.26792 1.35469 -2.38095  0.282
H 1.33030 -0.77222 -1.81716  0.391

DFT (the ωB97M-V functional and the def2-TZVPD basis) results for a cluster of 2 separate species, C4H3F2NS in total in a non-equilibrium geometry.

Its highest occupied orbital energy (alpha / beta) is -9.2632 / -9.2654 eV. The energy relative to the best compared isomer or geometry (same formula, charge and spin) comes out at 5.0802 eV. The calculated total energy is -806.63047 Ha. Its gap between HOMO and LUMO (alpha / beta) is 7.9426 / 7.9450 eV.

Each line ends with the Mulliken charge.
Geometry (Å):
C -1.52344 0.08962 4.28438  0.560
C -0.86126 -0.98918 4.86686  -0.174
C 0.71370 -0.26397 2.54373  -0.046
C -0.04211 -0.37143 -0.36903  -0.936
N -1.79026 1.13753 3.91051  -0.340
F -1.17957 -2.14129 4.45570  -0.072
F 0.87668 1.06640 2.61096  -0.141
S 0.22397 -1.07814 1.28992  0.139
H -0.35527 -1.15146 -1.03793  0.326
H 0.68917 0.19863 -0.87445  0.349
H -0.85503 0.28414 -0.37919  0.336

DFT (the ωB97M-V functional and the def2-TZVPD basis) results for a cluster of 5 separate species, C4H21N3O4 in total in a non-equilibrium geometry.

Its highest occupied orbital energy (alpha / beta) is -13.7167 / -13.2399 eV. The total charge is +1. The energy relative to the best compared isomer or geometry (same formula, charge and spin) comes out at 1.1197 eV. Its multiplicity is 2. The calculated total energy is -629.88887 Ha. Its gap between HOMO and LUMO (alpha / beta) is 10.8006 / 5.1345 eV.

Each line ends with the Mulliken charge.
Geometry (Å):
C 0.33976 -0.01822 1.50180  -0.664
C 1.46998 1.02201 1.22574  -0.437
C 1.76919 1.15839 -0.25485  -0.756
N 0.55536 1.52405 -0.97747  -0.508
N 0.44944 -1.13065 0.57150  0.056
C -0.44280 -2.24552 0.78241  -0.563
N -0.61594 -2.93078 -0.48026  -0.477
H -0.66048 0.45794 1.55898  0.118
H 0.46736 -0.47833 2.49122  0.550
H 2.29491 0.65296 1.82459  0.398
H 1.07204 1.93775 1.66360  0.367
H 2.16775 0.20912 -0.62739  0.548
H 2.41545 2.02557 -0.34269  0.379
H -0.26539 0.94253 -0.83115  0.274
H 0.62099 1.62532 -1.98558  0.229
H 0.36503 -0.74916 -0.38176  0.335
H -0.03128 -2.84356 1.61084  0.373
H -1.44654 -1.92216 1.08378  0.404
H -1.30997 -3.67396 -0.44279  0.249
H 0.25986 -3.32065 -0.82649  0.188
H -1.05511 3.52255 -0.76414  0.315
H -1.09515 2.39578 0.11684  0.370
O -1.66067 3.14342 -0.11229  -0.725
H -2.63276 2.29734 1.34802  0.323
H -3.03951 1.60623 2.65849  0.283
O -2.41443 1.54845 1.92906  -0.619
H -2.70487 -0.68113 -2.58503  0.328
H -1.26960 -1.21130 -2.21270  0.342
O -1.75797 -0.56387 -2.74105  -0.666
H 3.24939 -2.46931 -1.41030  0.325
H 2.81987 -1.87798 -0.03808  0.301
O 3.21159 -1.65604 -0.89298  -0.639

What did the third record say?
DFT (the ωB97M-V functional and the def2-TZVPD basis) results for the ion CH3ClN3S with charge +1 in a non-equilibrium geometry.

Its highest occupied orbital energy is -14.6396 eV. The total charge is +1. The energy relative to the best compared isomer or geometry (same formula, charge and spin) comes out at 1.3302 eV. The calculated total energy is -1062.11608 Ha. Its SMILES is [H]/N=[N+](Cl)/N=C/S. Its gap between HOMO and LUMO is 7.9435 eV.

Each line ends with the Mulliken charge.
Geometry (Å):
H 2.92844 2.05884 0.28701  0.327
N 2.42968 1.34954 -0.21379  -0.404
N 1.51651 0.76478 0.23359  0.707
Cl 1.05179 0.60302 2.06387  0.037
N 0.83334 -0.11907 -0.65029  -0.367
C -0.28705 -0.56954 -0.26366  0.244
S -1.13853 -1.54751 -1.39139  -0.064
H -0.95479 -0.37075 0.64042  0.310
H -2.39950 -1.25030 -1.07979  0.210